26
Properties=species:S:1:pos:R:3 method="wB97M-V/def2-TZVPD" homo_lumo_gap_ev=8.204 de_lowest_ev=2.885 e_homo_ev=-7.906 total_energy_ha=-879.76275 mol_weight_g_mol=191.3
C 3.22261 0.69194 -0.04587
C 3.85160 -0.39481 0.61344
C 1.87129 0.76718 -0.15801
C 3.16097 -1.53238 1.06210
C 1.16521 -0.34256 0.42619
C 1.75984 -1.45632 1.04012
C -0.34858 -0.59217 0.42770
C 0.75493 -2.41360 1.49543
C -2.22513 0.78385 -1.88792
C -3.44422 2.51481 -0.54434
C -3.45076 1.15519 -1.16400
N -0.47387 -1.73721 1.07021
S -4.70412 0.06963 -1.07747
H 3.83056 1.51551 -0.47707
H 4.95944 -0.28925 0.64346
H 1.48429 1.72533 -0.30023
H 3.65108 -2.35790 1.45378
H 0.95726 -3.43097 0.97529
H 0.95335 -2.71417 2.56670
H -1.64391 1.53548 -2.40188
H -2.35371 0.10845 -2.69793
H -1.43568 0.45553 -1.12099
H -4.38050 2.66792 -0.15146
H -2.69522 2.39537 0.28370
H -3.17483 3.10808 -1.45226
H -1.29188 -2.23289 1.42129